Record 1
6
Properties=species:S:1:pos:R:3 method="wB97M-V/def2-TZVPD" molar_mass_g_mol=56.048 total_charge=+1 smiles="C=N[N+]#N" homo_energy_ha=-0.649 orbital_gap_ev=9.75
C 1.072 -0.068 -0.019
N -0.260 -0.412 0.052
N -1.401 0.046 0.154
N -2.461 0.288 -0.080
H 1.651 -0.913 -0.299
H 1.400 1.058 0.193

Record 2
14
Properties=species:S:1:pos:R:3 method="wB97M-V/def2-TZVPD" molar_mass_g_mol=133.562 total_charge=+1 smiles=Cn1nnc(Cl)[n+]1C homo_energy_ha=-0.555 orbital_gap_ev=10.10
C 0.145 1.362 -1.376
N -0.391 0.724 -0.212
N -1.368 1.344 0.436
N -1.763 0.631 1.426
C -1.105 -0.479 1.507
Cl -1.315 -1.750 2.562
N -0.062 -0.410 0.346
C 1.061 -1.378 0.147
H 1.223 1.039 -1.465
H -0.423 1.093 -2.283
H 0.126 2.566 -1.321
H 0.822 -1.924 -0.847
H 2.029 -0.817 0.035
H 1.022 -2.003 1.044

Record 3
10
Properties=species:S:1:pos:R:3 method="wB97M-V/def2-TZVPD" molar_mass_g_mol=119.055 total_charge=0 homo_energy_ha=-0.338 orbital_gap_ev=9.57
O 2.407 0.019 0.049
N 1.345 0.904 -0.109
C 0.252 0.243 -0.064
O 0.118 -1.096 -0.069
N -1.351 -1.363 -0.161
N -1.987 -0.147 -0.030
C -1.087 0.740 -0.064
F -1.341 2.036 -0.005
H 3.156 0.580 -0.231
H -1.510 -1.916 0.685

Record 4
28
Properties=species:S:1:pos:R:3 method="wB97M-V/def2-TZVPD" molar_mass_g_mol=142.246 total_charge=0 homo_energy_ha=-0.326 orbital_gap_ev=9.75
C -0.510 -0.411 -1.562
C 0.599 -0.394 -0.895
C 1.728 0.490 -1.231
C 0.762 -1.373 0.199
C 1.037 -2.743 -0.416
C 1.770 -1.023 1.347
H -1.097 -1.305 -1.508
H -0.583 0.370 -2.346
H 1.969 1.306 -0.487
H 1.453 1.004 -2.142
H 2.738 0.049 -1.381
H -0.268 -1.473 0.675
H 1.062 -3.570 0.236
H 0.496 -2.767 -1.332
H 2.096 -2.730 -0.842
H 1.925 -1.960 1.828
H 1.358 -0.414 2.132
H 2.652 -0.504 1.074
C -3.114 1.253 0.857
C -1.736 1.469 1.609
N -0.828 2.166 1.145
N -0.796 2.809 -0.070
H -3.858 1.962 1.054
H -2.795 1.228 -0.239
H -3.364 0.134 0.884
H -1.554 1.112 2.579
H 0.260 2.929 -0.302
H -1.402 2.386 -0.863

Record 5
21
Properties=species:S:1:pos:R:3 method="wB97M-V/def2-TZVPD" molar_mass_g_mol=259.668 total_charge=0 homo_energy_ha=-0.324 orbital_gap_ev=7.92
C -0.962 -2.807 -2.398
C -0.063 -2.473 -1.677
C 1.117 -2.111 -0.986
C 1.487 -0.844 -0.682
C -0.897 0.741 1.993
C -2.225 1.960 0.344
O -1.398 0.792 0.654
Si -2.729 1.502 -1.483
Si 3.036 -0.247 0.262
Cl 4.717 -0.470 -0.822
Cl 2.988 1.719 0.641
Cl 3.034 -1.317 1.937
H -1.805 -2.860 -2.998
H 1.597 -2.888 -0.358
H 0.665 -0.154 -0.921
H 0.186 0.696 1.955
H -1.264 -0.232 2.455
H -1.193 1.694 2.503
H -1.670 2.923 0.622
H -3.108 2.007 1.055
H -1.511 2.368 -2.096

Record 6
13
Properties=species:S:1:pos:R:3 method="wB97M-V/def2-TZVPD" molar_mass_g_mol=132.075 total_charge=0 homo_energy_ha="-0.331 / -0.331" orbital_gap_ev="7.84 / 7.84"
C 0.587 0.426 -0.263
C -0.784 0.683 0.054
C -1.475 -0.689 -0.075
N 0.698 -1.348 -0.067
N 1.753 1.054 0.085
O 1.607 -2.054 -0.113
O 1.748 2.283 0.078
O 2.781 0.399 0.287
O -0.596 -1.741 0.022
H -0.995 1.114 0.941
H -1.195 1.381 -0.573
H -2.329 -0.646 0.738
H -1.800 -0.861 -1.115

Record 7
19
Properties=species:S:1:pos:R:3 method="wB97M-V/def2-TZVPD" molar_mass_g_mol=109.172 total_charge=0 smiles="C=C(C1CC1)[C@H]1CN1" homo_energy_ha=-0.325 orbital_gap_ev=9.87
C -0.202 -1.379 1.199
C -0.054 -0.409 0.312
C -0.252 -0.538 -1.158
C -0.059 -1.787 -1.907
C 0.897 -0.679 -2.173
C -0.034 1.069 0.602
C -0.796 1.970 1.455
N 0.499 1.559 1.843
H -0.056 -2.355 0.824
H -0.360 -1.235 2.238
H -1.002 0.164 -1.510
H 0.279 -2.702 -1.430
H -0.846 -1.816 -2.683
H 1.962 -0.851 -1.904
H 0.797 0.013 -2.987
H 0.226 1.519 -0.380
H -1.105 2.891 0.996
H -1.588 1.715 2.104
H 1.202 2.261 1.852

Record 8
16
Properties=species:S:1:pos:R:3 method="wB97M-V/def2-TZVPD" molar_mass_g_mol=103.125 total_charge=+2 homo_energy_ha=-0.653 orbital_gap_ev=8.98
C 2.124 -0.325 0.101
C -0.295 0.436 -0.167
C -2.946 -0.301 0.482
N 3.048 -1.284 0.034
N -0.209 1.760 -0.143
N 0.876 -0.335 -0.245
O -3.375 -1.016 -0.441
H 2.457 0.387 0.792
H -3.355 0.696 0.708
H -1.996 -0.891 1.060
H 3.946 -1.083 0.424
H 2.963 -2.175 -0.523
H -0.903 2.473 -0.224
H 0.672 2.186 -0.199
H 0.453 -1.137 -0.843
H -3.827 -0.658 -1.218

Record 9
11
Properties=species:S:1:pos:R:3 method="wB97M-V/def2-TZVPD" molar_mass_g_mol=83.090 total_charge=0 smiles=Cc1cnco1 homo_energy_ha=-0.333 orbital_gap_ev=9.89
C -1.626 -0.345 -0.053
C -0.187 0.056 0.027
C 0.497 1.283 0.018
N 1.857 1.008 0.000
C 1.926 -0.254 -0.219
O 0.750 -0.932 -0.201
H -1.865 -1.167 0.631
H -2.262 0.514 0.181
H -1.857 -0.674 -1.075
H -0.076 1.324 1.094
H 2.812 -0.842 -0.405

Record 10
54
Properties=species:S:1:pos:R:3 method="wB97M-V/def2-TZVPD" molar_mass_g_mol=484.450 s_squared=8.7776 total_charge=+2 spin_multiplicity=6 homo_energy_ha="-0.492 / -0.507" orbital_gap_ev="8.27 / 5.12"
Ru -0.250 0.847 -0.109
C 0.026 -1.327 -3.134
N 1.318 -1.776 -2.644
C 2.429 -1.912 -3.387
C 3.473 -2.184 -2.514
N 2.988 -2.235 -1.270
B 3.925 -2.303 0.004
N 3.423 -1.335 1.149
C 3.551 -1.715 2.464
C 2.960 -0.782 3.239
N 2.469 0.178 2.384
C 1.695 1.332 2.793
C 2.746 -0.178 1.104
S 2.378 0.810 -0.274
C 1.647 -2.004 -1.322
S 0.580 -2.031 -0.043
H 0.061 -1.273 -4.218
H -0.185 -0.336 -2.752
H -0.761 -2.005 -2.824
H 2.427 -1.807 -4.461
H 4.524 -2.316 -2.716
H 5.019 -1.971 -0.370
H 3.908 -3.421 0.445
H 4.060 -2.621 2.746
H 2.871 -0.712 4.310
H 1.652 1.360 3.878
H 0.675 1.257 2.430
H 2.146 2.249 2.426
N 0.451 3.116 -0.638
C 0.122 4.234 0.282
C -1.353 4.591 0.247
C -2.259 3.523 0.831
N -2.219 2.277 0.025
H 1.462 3.028 -0.682
H 0.148 3.359 -1.577
H 0.716 5.113 0.030
H 0.401 3.932 1.294
H -1.656 4.810 -0.784
H -1.498 5.511 0.813
H -3.279 3.904 0.892
H -1.942 3.278 1.846
H -2.482 2.490 -0.933
H -2.918 1.627 0.363
C -4.887 -2.206 1.145
N -3.922 -2.184 0.032
C -4.013 -3.248 -0.983
C -2.983 -1.286 -0.025
N -2.138 -0.488 -0.067
H -5.898 -2.122 0.751
H -4.694 -1.376 1.819
H -4.790 -3.141 1.693
H -5.030 -3.282 -1.370
H -3.764 -4.211 -0.540
H -3.331 -3.039 -1.802

Record 11
9
Properties=species:S:1:pos:R:3 method="wB97M-V/def2-TZVPD" molar_mass_g_mol=106.037 total_charge=0 smiles="O=NOC[N+](=O)[O-]" homo_energy_ha=-0.399 orbital_gap_ev=10.67
O 2.693 0.329 -0.025
N 1.672 -0.136 -0.405
O 0.889 -0.629 0.713
C -0.566 -0.674 0.149
N -0.936 0.831 0.027
O 0.011 1.518 -0.214
O -2.098 1.102 -0.052
H -0.434 -0.999 -0.840
H -1.231 -1.343 0.647

Record 12
19
Properties=species:S:1:pos:R:3 method="wB97M-V/def2-TZVPD" molar_mass_g_mol=367.270 total_charge=0 smiles="O[C@@H]1C(Cl)(Cl)C(=C(Cl)Cl)[C@@]2(O[C@H]2Cl)C1(Cl)Cl" homo_energy_ha=-0.361 orbital_gap_ev=9.05
O 2.576 -0.658 1.316
C 1.387 -0.885 0.566
C 1.376 -0.077 -0.771
Cl 2.393 1.365 -0.649
Cl 1.982 -1.091 -2.097
C -0.094 0.315 -0.956
C -0.581 0.966 -2.115
Cl 0.532 1.577 -3.308
Cl -2.300 1.210 -2.435
C -0.898 -0.144 0.222
O -1.994 -0.989 -0.081
C -2.394 0.208 0.544
Cl -3.223 -0.061 2.102
C 0.111 -0.451 1.312
Cl -0.497 -1.747 2.384
Cl 0.412 1.138 2.166
H 2.720 0.273 1.513
H 1.343 -1.947 0.334
H -2.850 0.999 -0.045

Record 13
49
Properties=species:S:1:pos:R:3 method="wB97M-V/def2-TZVPD" molar_mass_g_mol=547.860 s_squared=2.0080 total_charge=+1 spin_multiplicity=3 homo_energy_ha="-0.397 / -0.397" orbital_gap_ev="7.33 / 5.71"
Pd -1.229 1.333 -1.335
N -3.069 -0.730 1.936
C -2.733 -0.242 3.235
C -3.042 -0.990 4.352
C -2.678 -0.524 5.610
C -1.983 0.667 5.732
C -1.660 1.402 4.596
C -2.058 0.959 3.347
S -1.784 1.986 1.928
N -1.818 0.797 0.682
C -2.439 -0.316 0.817
C -2.434 -1.256 -0.362
C -2.629 -2.614 -0.230
C -2.569 -3.408 -1.372
C -2.316 -2.815 -2.590
C -2.107 -1.443 -2.632
N -2.168 -0.685 -1.540
H -3.601 -1.582 1.892
H -3.571 -1.930 4.247
H -2.936 -1.100 6.489
H -1.688 1.029 6.707
H -1.119 2.336 4.686
H -2.791 -3.065 0.739
H -2.709 -4.478 -1.297
H -2.265 -3.393 -3.502
H -1.883 -0.930 -3.558
Br -1.291 3.749 -1.140
C 4.468 2.901 -1.353
C 3.904 2.688 -2.752
C 3.040 1.438 -2.876
S 1.555 1.581 -1.859
O 0.417 0.889 -2.687
C 1.933 0.454 -0.500
C 1.628 -1.015 -0.770
C 2.550 -1.713 -1.761
H 5.142 3.756 -1.334
H 5.035 2.029 -1.016
H 3.682 3.102 -0.620
H 4.719 2.586 -3.470
H 3.320 3.557 -3.060
H 3.586 0.538 -2.600
H 2.636 1.319 -3.883
H 1.345 0.826 0.341
H 2.987 0.633 -0.273
H 0.596 -1.104 -1.117
H 1.673 -1.512 0.203
H 2.424 -1.322 -2.772
H 2.329 -2.780 -1.799
H 3.600 -1.608 -1.478

Record 14
10
Properties=species:S:1:pos:R:3 method="wB97M-V/def2-TZVPD" molar_mass_g_mol=71.079 total_charge=0 homo_energy_ha=-0.350 orbital_gap_ev=9.76
C -0.085 0.958 1.286
O 0.289 -0.340 0.826
C 0.395 -0.878 -1.519
C -0.301 -0.744 -0.286
N -1.422 -1.076 -0.741
H -0.462 0.867 2.298
H -0.848 1.345 0.626
H 0.787 1.616 1.281
H 0.980 -1.774 -1.688
H 0.666 0.026 -2.082

Record 15
55
Properties=species:S:1:pos:R:3 method="wB97M-V/def2-TZVPD" molar_mass_g_mol=494.134 total_charge=-1 homo_energy_ha=-0.124 orbital_gap_ev=5.59
Mg 0.032 -0.724 0.044
C -2.921 1.661 -1.031
Si -1.108 1.156 -1.357
C -1.002 1.345 -3.258
C -0.122 2.689 -0.695
C -0.451 3.943 -1.236
C 0.174 5.114 -0.838
C 1.167 5.061 0.134
C 1.508 3.835 0.686
C 0.888 2.634 0.299
Si 1.481 1.010 1.167
C 1.335 1.421 3.024
C 3.356 1.000 0.806
H -3.168 2.597 -1.548
H -3.104 1.807 0.038
H -3.611 0.886 -1.385
H -1.380 2.322 -3.582
H -1.607 0.574 -3.751
H 0.027 1.244 -3.616
H -1.227 4.009 -1.996
H -0.110 6.064 -1.281
H 1.668 5.967 0.459
H 2.286 3.807 1.448
H 2.139 2.082 3.372
H 1.363 0.510 3.630
H 0.382 1.923 3.216
H 3.907 1.710 1.435
H 3.529 1.274 -0.240
H 3.782 0.004 0.967
S 0.144 -3.329 0.257
C 1.337 -3.436 1.488
N 2.027 -2.482 2.030
C 2.902 -2.948 2.992
C 3.773 -2.154 3.737
C 4.606 -2.750 4.668
C 4.587 -4.132 4.873
C 3.726 -4.936 4.140
C 2.891 -4.336 3.207
S 1.724 -5.052 2.146
H 3.784 -1.081 3.574
H 5.283 -2.133 5.245
H 5.246 -4.581 5.605
H 3.706 -6.009 4.293
S -2.771 -2.226 -1.287
C -3.792 -1.789 -2.514
N -3.335 -1.771 -3.811
C -4.096 -1.509 -4.900
C -5.398 -1.170 -4.764
C -5.929 -1.084 -3.445
C -5.160 -1.372 -2.369
H -2.361 -2.017 -3.914
H -3.603 -1.580 -5.859
H -6.002 -0.963 -5.634
H -6.957 -0.774 -3.308
H -5.543 -1.309 -1.362

Record 16
9
Properties=species:S:1:pos:R:3 method="wB97M-V/def2-TZVPD" molar_mass_g_mol=54.045 total_charge=0 smiles=O.O.O homo_energy_ha=-0.403 orbital_gap_ev=11.36
O -1.902 -1.218 0.963
H -1.748 -0.313 0.605
H -1.753 -0.966 1.903
O 1.143 -0.586 0.164
H 0.316 -0.881 0.540
H 1.588 -0.197 0.910
O 0.430 1.436 -1.781
H 0.777 0.765 -1.162
H 1.146 1.963 -2.146

Record 17
19
Properties=species:S:1:pos:R:3 method="wB97M-V/def2-TZVPD" molar_mass_g_mol=155.194 s_squared=2.0104 total_charge=0 spin_multiplicity=3 homo_energy_ha="-0.115 / -0.408" orbital_gap_ev="3.93 / 5.84"
C -0.533 -1.865 -0.209
C 1.481 -0.836 -1.318
C -0.341 0.787 -0.614
C 0.448 -0.683 -0.222
N 0.229 1.819 1.596
O -1.890 2.456 0.574
O -1.898 0.253 1.658
F 1.088 -0.432 0.948
S -1.169 1.261 0.918
H -0.716 -1.939 -1.293
H -0.120 -2.697 0.435
H -1.498 -1.614 0.363
H 0.992 -0.763 -2.343
H 1.940 -1.904 -1.398
H 2.187 -0.064 -1.139
H -1.117 0.509 -1.359
H 0.308 1.675 -0.851
H 0.096 2.859 1.959
H 0.512 1.176 2.295

Record 18
89
Properties=species:S:1:pos:R:3 method="wB97M-V/def2-TZVPD" molar_mass_g_mol=690.499 total_charge=-1 homo_energy_ha=-0.144 orbital_gap_ev=6.49
Sr 0.015 -0.309 0.200
C -0.520 -0.314 -3.765
C -1.990 -0.662 -3.609
C -2.552 -0.906 -2.185
N -1.747 -1.699 -1.304
C -1.725 -3.034 -1.403
C -2.332 -3.806 -2.371
C -2.266 -5.163 -2.657
C -1.864 -6.220 -1.874
C -1.366 -6.154 -0.533
C -0.914 -5.054 0.120
C -0.788 -3.688 -0.414
N 0.122 -2.910 -0.016
C 1.224 -3.213 0.942
C 2.546 -2.827 0.192
C 3.189 -1.385 0.401
N 2.505 -0.342 -0.287
C 3.096 0.561 -0.983
C 4.482 0.855 -0.746
C 5.410 1.374 -1.611
C 5.246 2.092 -2.837
C 4.022 2.498 -3.345
C 2.746 2.292 -2.879
C 2.227 1.455 -1.803
N 0.916 1.280 -1.622
C -0.082 1.894 -2.483
C -0.141 1.152 -3.819
H -0.088 -0.767 -4.622
H 0.046 -0.811 -2.951
H -2.256 -1.503 -4.252
H -2.604 0.164 -3.966
H -3.592 -1.262 -2.332
H -2.735 0.092 -1.748
H -2.782 -3.246 -3.158
H -2.605 -5.435 -3.659
H -1.966 -7.189 -2.298
H -1.186 -7.123 -0.062
H -0.388 -5.150 1.066
H 1.332 -4.245 1.223
H 1.093 -2.497 1.781
H 2.433 -3.014 -0.891
H 3.380 -3.463 0.635
H 4.248 -1.469 0.092
H 3.333 -1.291 1.509
H 4.864 0.435 0.172
H 6.447 1.243 -1.285
H 6.113 2.462 -3.359
H 4.068 3.010 -4.325
H 1.975 2.723 -3.517
H 0.021 2.996 -2.645
H -1.078 1.837 -2.010
H 0.816 1.205 -4.355
H -0.854 1.720 -4.498
C 0.210 1.237 5.413
Si 0.731 -0.049 4.009
C 1.224 -1.627 4.907
C 2.403 0.456 3.283
N -0.417 0.070 2.733
C -1.667 0.606 2.950
C -2.529 0.199 4.002
C -3.790 0.765 4.185
C -4.257 1.722 3.348
C -3.441 2.159 2.312
C -2.213 1.609 2.125
O -1.438 1.873 0.955
C -1.669 3.046 0.257
C -2.820 3.300 -0.504
C -2.863 4.459 -1.290
C -1.780 5.338 -1.312
C -0.644 5.072 -0.560
C -0.603 3.920 0.262
H 1.028 1.510 6.027
H -0.628 0.791 6.036
H -0.200 2.098 4.904
H 2.186 -1.457 5.362
H 1.289 -2.455 4.221
H 0.469 -1.909 5.644
H 3.319 -0.093 3.637
H 2.544 1.496 3.616
H 2.391 0.532 2.182
H -2.156 -0.495 4.750
H -4.313 0.367 5.033
H -5.231 2.172 3.536
H -3.756 3.032 1.731
H -3.706 2.636 -0.429
H -3.822 4.718 -1.737
H -1.844 6.312 -1.842
H 0.214 5.745 -0.457
H 0.282 3.656 0.860